16
Properties=species:S:1:pos:R:3 method="wB97M-V/def2-TZVPD" charge=-1 de_lowest_ev=0.7887 homo_lumo_gap_ev=6.4 total_energy_ev=-7846.7476 fmax_ha_per_bohr=0.03717 homo_ev=-2.45 smiles=CCCNC[O-]
C 1.894 -0.056 1.147
C 1.416 -0.212 -0.311
C -0.071 -0.411 -0.402
N -0.927 0.584 0.256
C -2.413 0.346 -0.341
O -3.022 -0.669 0.181
H 1.321 -0.739 1.767
H 2.979 -0.210 1.240
H 1.703 0.997 1.394
H 1.781 0.574 -0.985
H 1.836 -1.202 -0.580
H -0.321 -1.414 -0.017
H -0.396 -0.618 -1.450
H -0.658 1.415 -0.290
H -2.952 1.302 -0.149
H -2.169 0.312 -1.458